1.
Formula: C3H12N2OP
Source: the Open Molecules 2025 dataset
Level of theory: wB97M-V/def2-TZVPD

Last column: Löwdin charge in e.
Atoms and positions in Å:
C1 -2.008 -1.588 0.818  -0.16
N1 -1.725 -0.430 0.010  -0.32
P1 -1.175 0.997 0.700  1.09
C2 -1.439 2.043 -0.892  -0.23
O1 0.740 0.514 0.135  -0.33
C3 1.620 -0.404 -0.076  -0.31
N2 3.244 0.068 0.253  0.18
H1 -2.922 -1.651 1.337  0.07
H2 -2.058 -2.396 0.140  0.08
H3 -1.267 -1.904 1.440  0.05
H4 -2.312 -0.337 -0.848  0.12
H5 -2.444 2.390 -0.850  0.03
H6 -1.402 1.355 -1.687  0.01
H7 -0.779 2.901 -1.002  0.05
H8 1.598 -1.376 0.638  0.15
H9 1.678 -0.778 -1.102  0.11
H10 3.240 0.966 -0.137  0.10
H11 3.973 -0.521 -0.169  0.15
H12 3.438 0.151 1.292  0.17

## Properties
Calculated total energy: -647.3095 hartree
Highest occupied orbital energy: -0.478 Ha
Total charge: +1
Max |F|: 4.039 eV Å⁻¹
Relative energy (zero: lowest compared OMol25 entry of this formula, charge and spin): 2.186 eV
SMILES: CNP(C)OC[NH3+]
Spin multiplicity: 1


2.
Formula: C3H12N2OS
Source: the Open Molecules 2025 dataset
Level of theory: wB97M-V/def2-TZVPD

Last column: Löwdin charge in e.
Atoms and positions in Å:
N1 2.877 -0.836 1.305  0.01
C1 1.879 -0.112 0.552  -0.32
N2 0.525 -0.588 0.813  -0.07
C2 -0.494 -0.063 -0.054  -0.34
C3 -1.153 1.171 0.545  -0.57
S1 -2.519 1.837 -0.452  0.68
H1 3.403 -1.500 0.766  0.05
H2 2.696 -1.129 2.251  0.07
H3 2.148 -0.247 -0.504  0.10
H4 1.907 0.937 0.845  0.11
H5 0.511 -1.587 0.901  0.10
H6 -1.240 -0.796 -0.207  0.10
H7 -0.209 0.190 -1.091  0.11
H8 -0.455 1.977 0.762  0.06
H9 -1.624 0.907 1.488  0.06
H10 -1.793 2.174 -1.528  -0.15
O1 0.844 -2.702 -1.716  -0.05
H11 1.192 -3.579 -1.887  0.04
H12 1.550 -2.052 -1.699  0.02

## Properties
Calculated total energy: -704.4125 hartree
Highest occupied orbital energy: -0.322 Ha
Max |F|: 1.290 eV Å⁻¹
Relative energy (zero: lowest compared OMol25 entry of this formula, charge and spin): 0.700 eV
SMILES: NCNCCS.O
Spin multiplicity: 1


3.
Formula: C3H12N2OS
Source: the Open Molecules 2025 dataset
Level of theory: wB97M-V/def2-TZVPD

Last column: Löwdin charge in e.
Atoms and positions in Å:
N1 -0.435 -1.116 2.836  0.02
C1 -0.728 -0.112 1.833  -0.30
C2 -0.539 -0.473 0.390  -0.50
N2 -1.101 -1.711 -0.093  0.03
C3 -0.837 0.730 -0.565  -0.56
S1 -0.655 0.483 -2.351  0.72
H1 -0.428 -2.074 2.516  0.06
H2 0.494 -0.843 3.133  0.06
H3 -0.135 0.788 2.040  0.12
H4 -1.735 0.399 1.878  0.12
H5 0.562 -0.587 0.303  0.13
H6 -1.119 -1.812 -1.093  0.03
H7 -2.014 -1.827 0.330  0.08
H8 -0.297 1.652 -0.322  0.06
H9 -1.836 1.095 -0.277  0.07
H10 0.662 0.251 -2.170  -0.14
O1 3.206 1.425 -3.040  -0.09
H11 3.267 1.486 -2.057  0.05
H12 3.669 2.246 -3.288  0.04

## Properties
Calculated total energy: -704.4032 hartree
Highest occupied orbital energy: -0.334 Ha
Max |F|: 3.750 eV Å⁻¹
Relative energy (zero: lowest compared OMol25 entry of this formula, charge and spin): 0.955 eV
SMILES: NC[C@@H](N)CS.O
Spin multiplicity: 1


4.
Formula: C3H12N2OS
Source: the Open Molecules 2025 dataset
Level of theory: wB97M-V/def2-TZVPD

Last column: Löwdin charge in e.
Atoms and positions in Å:
C1 1.316 0.189 -0.698  -0.21
C2 -0.124 -0.075 -0.678  -0.60
C3 -1.157 0.765 2.037  -0.21
N1 1.907 0.064 -2.242  0.21
N2 -0.420 0.076 2.832  0.27
O1 -2.372 0.428 1.878  0.20
S1 -0.765 -1.622 -1.022  1.05
H1 1.792 1.116 -0.384  0.12
H2 1.771 -0.659 -0.042  0.15
H3 -0.851 0.768 -0.941  0.08
H4 -0.632 1.615 1.681  0.16
H5 1.578 -0.822 -2.612  0.14
H6 2.887 -0.052 -2.252  0.13
H7 1.714 0.914 -2.683  0.13
H8 -1.918 -1.591 -0.446  -0.06
H9 0.439 0.365 3.270  0.17
H10 -0.922 -0.643 3.292  0.15
H11 -2.829 0.812 1.110  0.18
H12 -1.415 -1.647 -2.098  -0.07

## Properties
Calculated total energy: -703.7049 hartree
Highest occupied orbital energy: -0.592 Ha
Total charge: +2
Max |F|: 3.667 eV Å⁻¹
Relative energy (zero: lowest compared OMol25 entry of this formula, charge and spin): 3.351 eV
Spin multiplicity: 1


5.
Formula: C3H12N2P
Source: the Open Molecules 2025 dataset
Level of theory: wB97M-V/def2-TZVPD

Last column: Löwdin charge in e.
Atoms and positions in Å:
C1 2.309 0.129 0.082  -0.11
N1 0.987 0.596 0.549  -0.25
P1 -0.386 0.010 -0.161  0.76
C2 -1.749 1.036 0.455  -0.15
C3 -0.640 -1.638 0.717  -0.14
N2 -0.369 -0.175 -1.841  -0.06
H1 3.022 0.838 0.530  0.09
H2 2.472 -0.908 0.502  0.10
H3 2.256 0.205 -1.050  0.09
H4 0.936 1.615 0.965  0.17
H5 -1.889 1.853 -0.246  0.06
H6 -1.583 1.547 1.359  0.05
H7 -2.647 0.512 0.381  0.04
H8 -1.377 -2.243 0.219  0.05
H9 -0.719 -1.287 1.793  0.09
H10 0.296 -2.209 0.525  0.06
H11 0.167 0.576 -2.346  0.10
H12 -1.085 -0.460 -2.433  0.05

## Properties
Calculated total energy: -572.1363 hartree
Highest occupied orbital energy: -0.536 Ha
Total charge: +1
Max |F|: 4.231 eV Å⁻¹
Relative energy (zero: lowest compared OMol25 entry of this formula, charge and spin): 0.000 eV
SMILES: C[NH+]=P(C)(C)N
Spin multiplicity: 1


6.
Formula: C3H12N2S
Source: the Open Molecules 2025 dataset
Level of theory: wB97M-V/def2-TZVPD

Last column: Löwdin charge in e.
Atoms and positions in Å:
C1 0.885 -2.177 -0.502  -0.16
C2 1.628 -2.178 0.843  -0.65
S1 2.123 -0.600 1.524  0.67
H1 0.871 -1.198 -0.964  0.04
H2 -0.148 -2.423 -0.287  0.06
H3 1.342 -2.890 -1.179  0.07
H4 0.979 -2.695 1.534  0.05
H5 2.464 -2.867 0.848  0.06
H6 0.991 0.114 1.629  -0.18
N1 -2.317 2.060 -1.069  -0.01
C3 -1.389 2.327 0.010  -0.35
N2 -0.182 1.439 0.103  -0.02
H7 -1.821 1.657 -1.862  0.06
H8 -2.889 1.265 -0.793  0.06
H9 -1.028 3.350 -0.087  0.10
H10 -1.841 2.192 0.994  0.10
H11 -0.288 0.654 -0.528  0.03
H12 0.620 1.969 -0.215  0.06

## Properties
Calculated total energy: -629.1609 hartree
Highest occupied orbital energy: -0.320 Ha
Max |F|: 1.301 eV Å⁻¹
Relative energy (zero: lowest compared OMol25 entry of this formula, charge and spin): 0.506 eV
SMILES: CCS.NCN
Spin multiplicity: 1


7.
Formula: C3H12N2S
Source: the Open Molecules 2025 dataset
Level of theory: wB97M-V/def2-TZVPD

Last column: Löwdin charge in e.
Atoms and positions in Å:
N1 -1.767 -0.041 0.725  -0.02
C1 -0.990 -1.268 0.457  -0.33
C2 0.488 -1.093 0.831  -0.33
N2 1.237 -2.341 0.807  -0.01
H1 -1.517 0.642 0.005  0.01
H2 -2.767 -0.174 0.631  0.06
H3 -1.438 -2.070 1.084  0.12
H4 -1.099 -1.585 -0.589  0.09
H5 0.930 -0.258 0.228  0.04
H6 0.439 -0.810 1.893  0.11
H7 1.585 -2.462 -0.134  0.06
H8 2.028 -2.312 1.436  0.06
C3 0.656 2.871 -1.088  -0.36
S1 0.772 1.088 -1.991  0.50
H9 1.158 3.479 -1.848  0.00
H10 -0.388 3.143 -0.966  0.01
H11 1.207 2.898 -0.156  0.01
H12 -0.534 0.294 -1.324  -0.03

## Properties
Calculated total energy: -629.1209 hartree
Highest occupied orbital energy: -0.330 Ha
Max |F|: 4.223 eV Å⁻¹
Relative energy (zero: lowest compared OMol25 entry of this formula, charge and spin): 1.595 eV
SMILES: NCCN.CS
Spin multiplicity: 1


8.
Formula: C3H12N2S
Source: the Open Molecules 2025 dataset
Level of theory: wB97M-V/def2-TZVPD

Last column: Löwdin charge in e.
Atoms and positions in Å:
C1 2.389 -0.367 0.600  -0.18
C2 1.747 -0.600 1.955  -0.55
S1 -0.107 -0.972 1.912  0.67
H1 2.160 -1.200 -0.070  0.07
H2 2.166 0.586 0.124  0.05
H3 3.473 -0.402 0.764  0.07
H4 1.907 0.238 2.631  0.06
H5 2.175 -1.488 2.417  0.06
H6 -0.727 0.040 1.346  -0.22
N1 -0.529 0.661 -1.107  -0.01
C3 -1.001 1.264 -2.337  -0.36
N2 -2.326 0.733 -2.761  -0.01
H7 0.380 1.006 -0.833  0.04
H8 -1.092 0.582 -0.287  0.00
H9 -0.281 0.958 -3.103  0.10
H10 -1.081 2.351 -2.338  0.10
H11 -2.983 1.073 -2.062  0.05
H12 -2.241 -0.261 -2.549  0.06

## Properties
Calculated total energy: -629.1594 hartree
Highest occupied orbital energy: -0.332 Ha
Max |F|: 1.816 eV Å⁻¹
Relative energy (zero: lowest compared OMol25 entry of this formula, charge and spin): 0.547 eV
SMILES: CCS.NCN
Spin multiplicity: 1


9.
Formula: C3H12N2S
Source: the Open Molecules 2025 dataset
Level of theory: wB97M-V/def2-TZVPD

Last column: Löwdin charge in e.
Atoms and positions in Å:
C1 -2.874 -1.199 -1.552  -0.56
S1 -2.171 0.139 -0.782  0.71
C2 -3.224 1.422 -0.142  -0.44
H1 -2.018 -1.744 -2.187  0.08
H2 -3.570 -1.009 -2.311  0.00
H3 -3.192 -2.063 -0.785  0.08
H4 -2.900 1.723 0.769  -0.04
H5 -2.972 2.405 -0.761  0.06
H6 -4.312 0.922 -0.426  0.10
N1 2.647 0.250 2.015  0.06
C3 2.692 0.349 0.567  -0.32
N2 3.663 -0.574 0.045  -0.01
H7 2.419 -0.593 2.385  0.03
H8 3.199 0.833 2.441  -0.01
H9 1.799 0.011 0.169  0.07
H10 3.057 1.254 0.054  0.12
H11 4.500 -0.625 0.455  0.00
H12 3.259 -1.500 0.046  0.06

## Properties
Calculated total energy: -629.0691 hartree
Highest occupied orbital energy: -0.301 Ha
Max |F|: 6.675 eV Å⁻¹
Relative energy (zero: lowest compared OMol25 entry of this formula, charge and spin): 3.005 eV
SMILES: CSC.NCN
Spin multiplicity: 1


10.
Formula: C3H12N2Si
Source: the Open Molecules 2025 dataset
Level of theory: wB97M-V/def2-TZVPD

Last column: Löwdin charge in e.
Atoms and positions in Å:
C1 3.744 -0.535 0.833  -0.28
N1 2.950 0.449 0.037  -0.34
Si1 2.423 0.745 -1.507  0.64
H1 4.907 -0.332 0.816  0.09
H2 3.352 -0.567 1.891  0.06
H3 3.835 -1.579 0.433  0.05
H4 1.393 1.793 -1.654  -0.11
H5 2.819 0.238 -2.904  -0.11
C2 -2.193 0.827 -0.493  -0.17
N2 -1.956 -0.468 0.131  -0.19
C3 -3.116 -0.910 0.809  -0.17
H6 -2.669 1.591 0.216  0.09
H7 -1.188 1.174 -0.961  0.08
H8 -2.803 0.822 -1.397  0.06
H9 -1.188 -0.274 0.730  0.08
H10 -3.271 -0.394 1.770  0.08
H11 -3.982 -0.628 0.258  0.07
H12 -3.057 -1.952 0.992  0.06

## Properties
Calculated total energy: -520.3793 hartree
Highest occupied orbital energy: -0.326 Ha
Max |F|: 2.509 eV Å⁻¹
Relative energy (zero: lowest compared OMol25 entry of this formula, charge and spin): 5.275 eV
SMILES: CN=[SiH2].CNC
Spin multiplicity: 1